Record 1
57
Properties=species:S:1:pos:R:3:forces:R:3:lowdin_charge:R:1 method="wB97M-V/def2-TZVPD" spin_multiplicity=2 homo_lumo_gap_ev="9.21 / 2.95" charge=+1 max_force_ev_per_a=3.9 homo_energy_ha="-0.438 / -0.438"
C -3.144 3.571 1.321 0.949 0.239 -0.865 -1.4326
Cl -2.076 4.870 0.629 -1.027 -0.522 0.531 0.5428
Cl -2.083 2.445 2.161 0.152 0.075 0.829 0.5781
Cl -3.898 2.635 0.045 -0.636 0.139 -0.304 0.5739
H -3.926 3.971 1.966 0.447 0.117 -0.042 0.0321
C -1.857 -1.027 1.657 1.892 1.028 -1.712 -0.1700
C -2.285 -2.294 0.900 0.234 1.087 1.737 -0.0777
C -2.914 -2.914 2.173 -0.173 -1.365 -3.319 -0.1053
O -3.453 -1.905 2.953 -1.519 -0.544 1.221 0.1554
C -2.998 -0.672 2.593 2.498 0.193 -1.040 -0.1348
H -1.524 -0.219 1.006 -0.498 0.248 -0.023 0.0998
H -0.946 -1.243 2.215 -0.063 -0.177 0.501 0.1260
H -1.453 -2.880 0.511 -0.033 0.061 0.241 0.1315
H -2.961 -2.078 0.073 -0.355 -0.180 0.284 0.1346
H -2.138 -3.413 2.752 0.100 -0.163 0.524 0.1852
H -3.650 -3.637 1.822 -0.554 -0.244 1.183 0.1656
H -2.727 -0.054 3.449 -0.521 -0.083 0.357 0.1492
H -3.701 -0.106 1.982 -0.995 0.145 -0.099 0.1709
C 2.347 0.551 2.150 2.174 0.210 -0.733 -0.1746
C 1.161 1.232 2.756 -1.136 -0.113 0.116 -0.2107
C 1.588 1.580 4.170 0.740 -0.051 -0.636 -0.1983
O 2.514 0.548 4.515 0.165 -0.250 0.001 -0.1302
C 3.266 0.162 3.328 -0.464 0.477 0.563 -0.1575
H 2.820 1.307 1.523 0.439 0.115 0.123 0.1067
H 2.327 -0.287 1.453 -1.103 -0.204 0.168 0.1025
H 0.296 0.576 2.852 -0.241 0.013 -0.330 0.0742
H 0.926 2.146 2.210 -0.429 -0.232 -0.096 0.0980
H 0.735 1.661 4.843 0.239 -0.516 0.305 0.1209
H 2.047 2.568 4.159 0.437 0.090 0.168 0.1219
H 3.537 -0.894 3.346 -0.690 -0.218 0.345 0.1121
H 4.254 0.622 3.320 -0.142 0.684 -0.035 0.1148
C 2.442 -2.208 -3.994 0.090 1.257 -1.669 -0.1748
C 2.445 -2.167 -2.525 1.605 0.703 2.188 -0.2077
C 1.085 -2.505 -1.964 1.215 -1.076 -2.286 -0.1523
O 0.496 -3.038 -3.195 -2.649 -1.477 2.498 -0.1311
C 0.995 -2.516 -4.367 1.750 1.045 -0.493 -0.2241
H 3.102 -2.987 -4.377 0.020 0.180 0.007 0.1166
H 2.803 -1.230 -4.312 -0.061 -0.162 -0.771 0.1136
H 2.724 -1.210 -2.084 0.567 0.115 -0.274 0.1066
H 3.214 -2.907 -2.304 -0.214 0.086 1.153 0.1170
H 0.538 -1.695 -1.482 -0.208 0.163 -0.482 0.0771
H 1.334 -3.247 -1.206 -1.113 -0.647 -0.166 0.1149
H 0.478 -1.619 -4.707 -0.318 0.105 0.074 0.1106
H 1.036 -3.227 -5.191 -0.700 -0.329 0.298 0.1253
C 0.368 1.047 -2.606 0.592 -1.488 0.528 -0.1771
C -0.415 2.153 -3.282 0.307 0.414 -0.686 -0.1403
C -1.177 2.885 -2.159 1.647 -2.012 0.872 -0.1605
O -0.974 1.975 -1.028 -0.658 -0.401 1.550 -0.2430
C 0.248 1.244 -1.096 -0.070 1.544 -1.851 -0.2055
H 1.420 0.988 -2.883 -0.013 0.159 -0.325 0.1142
H -0.027 0.041 -2.747 -0.269 0.086 -0.639 0.0931
H -1.049 1.814 -4.101 -0.014 -0.124 0.157 0.1135
H 0.371 2.765 -3.724 -0.465 0.563 -0.163 0.1103
H -2.266 2.938 -2.193 0.322 0.506 -0.519 0.0876
H -0.631 3.802 -1.938 -0.619 0.368 0.051 0.1057
H 0.290 0.242 -0.668 -0.760 0.274 0.766 0.0878
H 1.068 1.839 -0.696 0.129 0.092 0.219 0.1180

Record 2
57
Properties=species:S:1:pos:R:3:forces:R:3:lowdin_charge:R:1 method="wB97M-V/def2-TZVPD" homo_lumo_gap_ev=10.35 charge=0 smiles="CCCCCCCCCO[C@H]1O[C@H](CO)[C@H](O)[C@@H](O)[C@H]1NC(C)=O" max_force_ev_per_a=0.8 e_above_lowest_kcal_mol=4.31 homo_energy_ha=-0.356
C -5.973 -2.431 0.456 -0.103 0.149 0.154 -0.1160
C -6.481 -1.007 0.652 -0.002 -0.097 -0.237 -0.2637
C -6.115 -0.066 -0.505 -0.023 0.236 0.257 -0.2227
C -4.885 0.805 -0.242 -0.024 -0.335 -0.186 -0.2227
C -3.586 0.018 -0.086 -0.017 0.490 -0.038 -0.2264
C -2.379 0.947 0.028 0.059 -0.334 0.210 -0.2147
C -1.073 0.210 0.323 -0.056 0.125 -0.342 -0.1985
C -0.606 -0.672 -0.834 0.364 0.013 0.395 -0.1647
C 0.773 -1.278 -0.581 -0.307 -0.156 -0.247 -0.1696
O 1.789 -0.277 -0.648 0.022 0.111 -0.093 -0.0988
C 2.500 -0.039 0.533 -0.204 0.495 0.516 -0.3106
O 3.336 -1.114 0.875 0.253 -0.154 0.015 -0.0215
C 4.311 -1.411 -0.129 0.585 -0.202 -0.211 -0.2407
C 5.039 -2.679 0.329 -0.041 0.620 -0.012 -0.1948
O 4.154 -3.757 0.460 -0.413 -0.346 0.059 -0.0408
C 5.254 -0.213 -0.295 -0.559 -0.061 -0.437 -0.2685
O 5.990 0.021 0.876 0.135 0.173 0.448 0.0071
C 4.429 1.038 -0.694 0.409 0.024 0.654 -0.2642
O 3.906 0.945 -1.992 -0.207 -0.171 -0.492 0.0011
C 3.312 1.265 0.337 -0.114 -0.333 -0.082 -0.1634
N 2.463 2.339 -0.112 0.340 -0.099 -0.180 0.1147
C 1.538 2.910 0.696 0.032 0.311 -0.500 -0.5488
C 0.682 3.945 0.001 -0.068 -0.016 0.279 0.0075
O 1.433 2.615 1.868 -0.102 -0.118 0.451 0.0621
H -6.254 -3.053 1.304 0.022 -0.136 0.038 0.0680
H -6.406 -2.867 -0.442 -0.010 -0.077 -0.091 0.0718
H -4.891 -2.456 0.359 0.137 -0.060 -0.034 0.0556
H -7.569 -1.047 0.751 0.015 0.037 0.089 0.0997
H -6.088 -0.603 1.587 -0.047 0.055 0.089 0.1038
H -6.956 0.604 -0.698 -0.014 -0.037 -0.089 0.1029
H -5.954 -0.653 -1.411 -0.042 -0.008 -0.108 0.1075
H -4.773 1.501 -1.078 0.031 0.092 0.027 0.1112
H -5.054 1.402 0.658 0.000 0.086 0.018 0.1142
H -3.639 -0.600 0.812 0.022 -0.153 0.036 0.1107
H -3.466 -0.641 -0.947 -0.013 -0.142 -0.005 0.1120
H -2.561 1.661 0.835 -0.038 0.098 -0.025 0.1160
H -2.273 1.517 -0.898 -0.005 0.101 -0.035 0.1127
H -1.202 -0.405 1.217 0.054 -0.001 0.102 0.1227
H -0.300 0.949 0.541 0.057 -0.036 0.097 0.0890
H -1.307 -1.491 -0.991 -0.038 -0.047 -0.097 0.1126
H -0.559 -0.080 -1.750 -0.045 -0.025 -0.117 0.1227
H 1.004 -2.021 -1.354 -0.003 0.021 0.171 0.1306
H 0.806 -1.771 0.394 0.026 -0.023 -0.030 0.1325
H 1.826 0.074 1.393 0.029 -0.023 -0.245 0.1664
H 3.802 -1.620 -1.080 0.083 -0.012 0.120 0.1622
H 5.554 -2.475 1.277 0.020 -0.010 -0.153 0.1294
H 5.777 -2.966 -0.421 0.020 0.095 0.049 0.1371
H 3.445 -3.478 1.054 0.054 -0.032 -0.031 0.0876
H 5.982 -0.417 -1.086 -0.145 0.014 0.002 0.1668
H 5.389 -0.054 1.628 0.073 -0.001 -0.024 0.1018
H 5.103 1.903 -0.701 -0.080 -0.121 0.096 0.1639
H 3.144 0.345 -1.967 0.033 0.035 -0.016 0.0874
H 3.733 1.540 1.311 -0.022 -0.118 -0.145 0.1681
H 2.457 2.504 -1.108 -0.090 0.062 0.110 0.1461
H 0.021 4.409 0.727 -0.004 -0.005 0.011 0.0844
H 1.311 4.705 -0.456 0.022 0.070 -0.084 0.0827
H 0.085 3.470 -0.774 -0.061 -0.027 -0.109 0.0784

Record 3
58
Properties=species:S:1:pos:R:3:forces:R:3:lowdin_charge:R:1 method="wB97M-V/def2-TZVPD" homo_lumo_gap_ev="3.00 / 2.98" charge=-1 max_force_ev_per_a=11.4 e_above_lowest_kcal_mol=252.26 homo_energy_ha="-0.036 / -0.035"
Sr -0.310 0.226 -1.110 6.267 -2.309 -9.278 1.1900
N 0.063 -3.143 -1.352 -0.514 0.574 -0.217 0.0232
C -1.278 -3.428 -0.826 0.322 0.072 -0.182 -0.2564
C -2.391 -2.465 -1.279 1.049 0.414 0.534 -0.1866
N -2.153 -1.160 -0.680 -2.877 0.282 1.234 -0.3265
C -2.210 -0.998 0.794 1.517 -0.440 0.316 -0.1532
C -1.069 0.039 1.015 -4.191 -3.035 2.333 -0.5699
N 0.272 -0.534 0.875 -0.663 -0.683 1.791 -0.1531
C -3.033 -0.064 -1.252 0.478 -0.258 0.010 -0.1709
C -2.783 1.403 -0.772 -1.198 0.077 -1.763 -0.2590
N -1.497 2.016 -1.291 -3.975 2.762 -1.243 -0.3026
H 0.449 -2.249 -1.014 0.059 -0.620 0.327 0.0097
H -0.002 -2.986 -2.357 0.085 -0.265 -0.056 0.0630
H -1.189 -3.436 0.262 -0.169 -0.120 -0.022 0.0964
H -1.556 -4.433 -1.155 -0.021 -0.033 0.118 0.1025
H -3.394 -2.854 -1.058 -0.016 -0.062 -0.369 0.1194
H -2.156 -2.259 -2.325 -0.816 -0.495 -0.406 0.1084
H -2.006 -1.858 1.438 -0.334 -0.499 -0.634 0.1113
H -3.115 -0.514 1.175 -0.348 -0.220 -0.343 0.1148
H -1.336 0.409 2.014 0.451 0.820 -0.265 0.1107
H -1.404 0.736 0.143 -0.452 -1.394 5.161 -0.0691
H 0.613 -0.762 1.799 0.109 -0.032 -0.039 0.0998
H 0.822 0.364 0.577 0.127 -1.300 1.329 -0.0159
H -4.070 -0.224 -0.945 -0.164 -0.371 -0.474 0.1252
H -2.860 -0.090 -2.345 -0.561 -0.112 0.293 0.1058
H -2.969 1.463 0.292 0.784 0.249 0.241 0.0793
H -3.613 2.013 -1.124 -0.308 -0.253 -0.539 0.1236
H -1.573 3.029 -1.272 0.158 0.101 0.486 0.0785
H -1.433 1.884 -2.334 -0.431 -0.144 0.281 0.0909
F 5.065 -4.414 1.116 -0.024 0.046 -0.029 -0.0131
C 4.357 -3.395 0.521 0.031 -0.164 0.081 -0.3167
C 4.027 -2.283 1.257 -0.012 0.108 -0.002 -0.0472
C 3.315 -1.254 0.648 -0.167 -0.216 0.048 -0.0708
C 2.893 -1.323 -0.699 0.113 -0.104 -0.228 -0.3529
C 2.085 -0.293 -1.315 1.325 -0.289 0.235 -0.2713
C 3.262 -2.507 -1.397 -0.261 0.484 0.260 -0.0795
C 3.972 -3.527 -0.799 0.085 -0.086 -0.190 -0.0489
H 4.341 -2.225 2.294 -0.028 0.053 -0.013 0.1042
H 3.042 -0.386 1.240 0.140 0.083 -0.041 0.0973
H 2.329 -0.089 -2.360 0.057 0.047 0.008 0.0338
H 2.127 0.634 -0.712 0.219 -0.113 -0.568 -0.0027
H 2.889 -2.586 -2.411 0.187 -0.229 -0.081 0.0986
H 4.227 -4.435 -1.334 -0.017 0.047 -0.014 0.1046
C -1.816 3.165 1.449 0.569 0.409 -0.212 -0.2258
Ge -0.207 2.104 0.638 3.167 4.654 2.999 0.5883
C 0.588 4.319 -0.081 1.206 0.766 -1.122 -0.3577
C 0.526 2.055 2.624 -0.197 0.449 -0.342 -0.2179
C 1.050 2.867 -0.694 -1.152 2.180 1.605 -0.3544
H -1.333 3.914 2.086 -0.080 0.005 -0.078 0.0077
H -2.393 2.536 2.133 -0.018 -0.192 -0.078 0.0088
H -2.518 3.710 0.808 0.015 -0.081 -0.119 0.0086
H 0.682 4.440 1.015 0.123 -0.015 -0.097 0.0183
H -0.452 4.616 -0.285 0.026 -0.113 -0.242 0.0187
H 1.205 5.141 -0.496 -0.155 0.003 -0.009 0.0329
H -0.325 2.058 3.315 0.026 -0.110 0.008 -0.0103
H 1.025 3.020 2.775 0.127 -0.127 0.028 -0.0035
H 1.207 1.257 2.927 0.117 -0.018 -0.156 -0.0094
H 2.011 2.756 -0.158 0.211 -0.183 -0.278 -0.0289

Record 4
64
Properties=species:S:1:pos:R:3:forces:R:3:lowdin_charge:R:1 method="wB97M-V/def2-TZVPD" spin_multiplicity=2 homo_lumo_gap_ev="7.13 / 6.24" charge=+2 max_force_ev_per_a=1.4 e_above_lowest_kcal_mol=0.00 homo_energy_ha="-0.513 / -0.542"
Ir 0.307 0.074 -0.743 0.041 -0.355 -1.372 1.1436
C -0.069 1.749 3.217 -0.103 0.088 -0.071 -0.0178
C -0.468 1.779 1.747 0.039 -0.108 -0.239 -0.6489
C 0.075 3.009 1.054 0.052 0.216 0.098 -0.0266
C -1.960 1.628 1.568 -0.353 0.166 -0.011 -0.0321
O 0.199 0.623 1.138 0.381 -0.197 0.820 -0.5026
Ge 0.074 -1.289 1.712 0.230 0.099 0.147 1.1647
O -0.926 -1.306 0.076 -0.495 0.000 -0.310 -0.5113
C -2.100 -2.031 -0.449 0.162 -0.104 0.103 -0.6185
C -1.765 -2.462 -1.863 -0.101 -0.022 -0.031 -0.0262
C -2.289 -3.223 0.467 -0.100 -0.149 0.063 -0.0294
C -3.323 -1.130 -0.408 0.075 -0.066 0.082 -0.0144
O 1.584 -1.187 0.410 -0.323 0.021 0.031 -0.4893
C 2.384 -2.381 0.050 -0.075 0.081 0.443 -0.6423
C 3.773 -2.133 0.621 -0.010 -0.065 -0.030 -0.0161
C 2.402 -2.542 -1.442 -0.268 -0.248 -0.260 -0.0416
C 1.745 -3.605 0.693 0.072 -0.004 0.082 -0.0537
H -0.488 2.622 3.717 0.003 0.005 0.011 0.1083
H 1.014 1.780 3.335 -0.011 -0.027 -0.044 0.0994
H -0.465 0.868 3.725 0.022 -0.033 -0.021 0.0778
H -0.376 3.904 1.483 0.017 0.003 0.017 0.1104
H -0.146 3.010 -0.014 0.040 0.025 0.068 0.0328
H 1.154 3.069 1.194 0.001 0.047 -0.021 0.0899
H -2.461 2.479 2.032 -0.058 -0.035 -0.030 0.1113
H -2.317 0.725 2.068 -0.031 -0.001 -0.039 0.0889
H -2.268 1.595 0.511 0.135 -0.007 0.465 0.0303
H -0.893 -3.121 -1.884 -0.027 0.037 0.008 0.0904
H -1.561 -1.589 -2.485 -0.244 -0.220 0.165 0.0145
H -2.606 -2.996 -2.306 -0.012 -0.032 0.050 0.1171
H -1.413 -3.875 0.476 -0.043 0.047 -0.015 0.0806
H -3.138 -3.815 0.126 -0.002 -0.015 0.011 0.1103
H -2.510 -2.900 1.487 0.016 -0.016 0.005 0.0902
H -3.185 -0.249 -1.028 -0.020 0.089 -0.081 0.0472
H -3.530 -0.814 0.613 -0.015 0.035 0.044 0.0896
H -4.198 -1.671 -0.771 0.063 -0.017 -0.019 0.1091
H 4.244 -1.273 0.144 0.002 -0.021 -0.026 0.0794
H 4.411 -2.999 0.449 0.014 -0.017 -0.004 0.1056
H 3.722 -1.962 1.698 -0.004 -0.008 -0.007 0.1003
H 2.848 -1.688 -1.943 0.129 0.138 -0.098 0.0858
H 1.384 -2.695 -1.812 0.029 0.071 -0.043 0.0493
H 2.956 -3.445 -1.704 0.124 0.112 -0.033 0.1133
H 1.696 -3.506 1.781 -0.008 -0.028 -0.032 0.0752
H 2.352 -4.487 0.489 -0.025 -0.024 -0.033 0.1114
H 0.744 -3.785 0.291 0.080 0.014 0.032 0.0693
C -3.221 2.945 -3.596 -0.186 -0.032 0.016 -0.3501
S -3.391 1.442 -4.586 -0.045 0.240 -0.118 1.0039
C -1.915 0.645 -4.341 -0.091 -0.230 0.019 -0.9462
C -1.050 0.753 -3.259 -0.023 0.092 -0.167 -1.0002
S -1.245 1.474 -1.751 0.196 -0.147 0.069 0.8133
S 0.354 -0.265 -3.310 0.638 0.390 0.269 0.8951
C -0.195 -1.351 -4.603 -0.071 -0.231 0.008 -1.3937
S 0.531 -2.708 -5.027 -0.004 0.011 0.024 0.7934
S -1.536 -0.617 -5.478 0.065 0.033 0.055 1.0070
H -3.906 3.658 -4.050 -0.039 0.006 0.013 0.0593
H -2.208 3.333 -3.657 0.003 0.010 -0.055 0.0487
H -3.509 2.753 -2.564 -0.033 0.090 -0.098 0.0290
N 3.446 2.798 -1.387 -0.020 -0.017 -0.016 0.2233
C 2.769 1.791 -0.831 -0.030 0.006 0.027 -0.5789
N 3.201 1.240 0.301 -0.033 -0.048 -0.012 0.2246
O 1.707 1.404 -1.418 0.259 0.281 0.076 -0.2363
H 4.337 3.107 -1.040 -0.005 0.000 0.003 0.1325
H 3.091 3.203 -2.236 0.011 -0.001 0.011 0.1347
H 4.052 1.547 0.740 -0.001 -0.008 0.004 0.1394
H 2.738 0.401 0.639 0.011 0.083 -0.003 0.0760